Entry 1:
The following is a DFT calculation (wB97M-V/def2-TZVPD) of C35H51BrCl3GeN3O10P2PtS2Si3 as an isolated structure.

LUMO (alpha / beta)   -2.8 / -3.5 eV
Kohn-Sham gap (alpha / beta)   6.75 / 7.08 eV
HOMO energy (alpha / beta)   -9.598 / -10.607 eV
Energy   -10779.5142 Ha
Charge   +1
2S+1   2
ΔE to the lowest compared entry with this formula, charge and spin   0.0 kcal/mol

Last column: Mulliken charge in e.
Element x y z (Å)
Pt: 0.39 -0.11 -1.35  1.909
C: -1.75 -4.33 -2.79  -1.629
C: -1.08 -3.08 -2.23  0.762
O: -1.07 -3.10 -0.82  -0.590
P: 0.59 -2.84 -2.91  0.569
O: 1.23 -4.28 -2.90  -0.516
O: 0.48 -2.47 -4.43  -0.585
O: 1.40 -1.85 -2.12  -0.734
P: -2.01 -1.50 -2.58  0.233
O: -2.93 -1.94 -3.80  -0.554
O: -2.85 -1.20 -1.37  -0.490
O: -1.00 -0.46 -3.06  -0.974
H: -1.21 -5.21 -2.43  0.471
H: -1.76 -4.34 -3.88  0.426
H: -2.78 -4.38 -2.43  0.295
H: -0.24 -3.36 -0.37  0.302
H: 2.19 -4.32 -2.99  0.391
H: 0.14 -1.56 -4.54  0.424
H: -3.25 -1.22 -4.36  0.391
Br: 3.51 -1.75 5.61  -0.170
C: 2.55 -0.82 4.27  -0.529
C: 2.77 0.54 4.09  -0.510
C: 2.06 1.22 3.11  -0.993
C: 1.12 0.55 2.34  0.574
C: 0.91 -0.81 2.53  1.477
C: 1.64 -1.51 3.49  -0.486
C: -0.06 -1.58 1.69  -1.068
O: 0.10 -2.76 1.47  -0.631
O: -1.05 -0.84 1.20  0.549
H: 3.50 1.05 4.71  0.485
H: 2.23 2.28 2.96  0.544
H: 0.56 1.08 1.59  -0.307
H: 1.48 -2.57 3.62  0.638
Cl: 5.96 -2.42 -4.14  -0.223
C: 5.81 -0.84 -3.45  0.411
C: 4.69 -0.08 -3.72  -1.010
C: 4.56 1.17 -3.15  0.026
C: 5.54 1.68 -2.30  -0.622
C: 5.31 2.99 -1.58  -0.457
C: 4.93 2.71 -0.10  -1.344
N: 3.95 1.63 -0.03  0.637
C: 4.23 0.33 0.31  -1.326
C: 3.13 -0.40 -0.01  -0.290
N: 2.20 0.45 -0.55  0.055
C: 2.72 1.67 -0.55  -0.558
O: 4.27 3.68 -2.23  -0.018
C: 4.35 5.10 -2.08  -0.743
C: 3.25 5.71 -2.89  -0.168
C: 3.44 6.56 -3.94  0.650
Cl: 4.93 7.10 -4.58  -0.222
S: 1.96 7.07 -4.65  -0.181
C: 1.06 6.14 -3.52  -0.477
C: 1.86 5.48 -2.65  -0.469
C: 6.67 0.90 -2.07  0.853
Cl: 7.94 1.47 -1.02  -0.193
C: 6.82 -0.36 -2.64  -0.827
H: 3.92 -0.47 -4.38  0.461
H: 3.70 1.78 -3.37  0.549
H: 6.23 3.59 -1.58  0.831
H: 4.54 3.60 0.37  0.422
H: 5.81 2.38 0.45  0.536
H: 5.18 0.05 0.74  0.609
H: 2.95 -1.45 0.10  0.675
H: 2.25 2.56 -0.93  0.390
H: 5.32 5.45 -2.43  0.490
H: 4.24 5.38 -1.03  0.265
H: -0.02 6.15 -3.56  0.451
H: 1.48 4.87 -1.85  0.369
H: 7.70 -0.94 -2.44  0.482
C: -4.59 -0.51 4.91  -1.200
Si: -3.02 -0.72 3.92  0.730
C: -1.99 0.83 4.10  -1.093
C: -2.12 -2.28 4.45  -0.849
Ge: -2.82 -1.05 0.75  0.130
Si: -4.26 0.91 0.48  0.598
C: -3.76 2.42 1.45  -0.683
C: -5.88 0.25 1.15  -0.942
C: -4.39 1.34 -1.33  -1.090
Si: -3.94 -3.21 1.08  0.933
C: -5.12 -3.17 2.53  -1.148
C: -2.75 -4.62 1.40  -0.921
C: -4.95 -3.50 -0.48  -1.168
H: -4.29 -0.26 5.93  0.440
H: -5.20 -1.42 4.96  0.354
H: -5.21 0.31 4.55  0.333
H: -1.23 0.67 4.86  0.521
H: -2.63 1.66 4.43  0.541
H: -1.49 1.13 3.18  0.069
H: -1.50 -2.04 5.33  0.530
H: -1.46 -2.71 3.69  -0.011
H: -2.83 -3.05 4.74  0.422
H: -3.45 2.19 2.47  -0.017
H: -4.62 3.10 1.50  0.475
H: -2.94 2.95 0.97  0.129
H: -5.82 0.03 2.22  0.053
H: -6.25 -0.64 0.62  0.278
H: -6.62 1.04 1.02  0.493
H: -3.40 1.47 -1.76  0.210
H: -4.93 2.29 -1.42  0.479
H: -4.93 0.58 -1.90  0.259
H: -4.60 -3.34 3.47  0.238
H: -5.81 -4.01 2.38  0.507
H: -5.72 -2.26 2.62  0.249
H: -2.37 -4.58 2.42  0.307
H: -1.90 -4.62 0.73  -0.031
H: -3.29 -5.56 1.28  0.592
H: -5.97 -3.13 -0.36  0.414
H: -5.01 -4.58 -0.65  0.469
H: -4.52 -3.03 -1.37  0.114
S: -0.08 3.90 0.60  -0.333
C: -0.39 2.50 -0.12  0.575
N: -0.65 1.48 -0.65  -0.665



Entry 2:
The following is a DFT calculation (wB97M-V/def2-TZVPD) of one molecule with the formula C17H14ClN5O3S.

LUMO   0.3 eV
Kohn-Sham gap   8.12 eV
HOMO energy   -7.770 eV
Energy   -2014.0809 Ha
Charge   0
SMILES string   O=C(CSc1nnnn1-c1ccccc1Cl)Nc1ccc2c(c1)OCCO2
2S+1   1

Last column: Mulliken charge in e.
Element x y z (Å)
O: 0.58 -3.63 0.90  -0.643
C: 0.21 -2.95 -0.03  0.690
N: 0.85 -1.87 -0.54  -0.030
C: 2.01 -1.25 -0.08  0.487
C: 2.38 -0.06 -0.71  -0.718
C: 3.52 0.62 -0.30  0.264
C: 4.31 0.10 0.73  0.478
C: 3.92 -1.07 1.36  -0.868
C: 2.78 -1.74 0.97  -0.495
H: 2.48 -2.65 1.47  0.539
H: 4.53 -1.44 2.16  0.425
O: 5.47 0.72 1.14  -0.462
C: 5.94 1.68 0.22  -0.466
C: 4.79 2.57 -0.24  -0.456
H: 5.13 3.33 -0.94  0.339
O: 3.83 1.80 -0.93  -0.455
H: 4.33 3.05 0.63  0.288
H: 6.70 2.26 0.74  0.338
H: 6.39 1.18 -0.65  0.290
H: 1.80 0.35 -1.51  0.491
H: 0.39 -1.38 -1.32  0.169
C: -1.10 -3.25 -0.77  -0.925
H: -1.02 -3.11 -1.84  0.400
H: -1.42 -4.26 -0.52  0.436
S: -2.44 -2.17 -0.16  -0.018
C: -2.12 -0.74 -1.07  0.493
N: -1.19 -0.56 -1.99  -0.174
N: -1.38 0.66 -2.47  -0.834
N: -2.36 1.23 -1.93  -0.333
N: -2.87 0.39 -1.02  0.660
C: -3.95 0.72 -0.18  -0.133
C: -5.17 1.06 -0.75  -0.455
C: -6.24 1.39 0.07  -0.665
C: -6.09 1.38 1.44  -0.427
C: -4.87 1.06 2.01  -0.552
C: -3.79 0.74 1.21  0.817
Cl: -2.25 0.40 1.91  -0.135
H: -4.74 1.07 3.09  0.430
H: -6.92 1.64 2.08  0.378
H: -7.18 1.66 -0.38  0.378
H: -5.26 1.06 -1.82  0.455



Entry 3:
The following is a DFT calculation (wB97M-V/def2-TZVPD) of one molecule with the formula C7H12.

LUMO   0.9 eV
Kohn-Sham gap   9.39 eV
HOMO energy   -8.481 eV
Energy   -273.8052 Ha
Charge   0
SMILES string   C=C(C)C(=C)CC
2S+1   1
ΔE to the lowest compared entry with this formula, charge and spin   64.9 kcal/mol

Last column: Mulliken charge in e.
Element x y z (Å)
C: -1.08 -0.67 1.97  -0.993
C: 0.23 -0.10 1.42  -0.744
C: 0.64 -0.56 -0.05  0.638
C: 1.17 -1.73 -0.44  -0.883
C: 0.99 0.61 -2.19  -1.150
C: 0.19 0.44 -1.10  0.752
C: -0.87 1.51 -0.75  -1.455
H: -1.42 -0.23 2.96  0.322
H: -1.24 -1.69 1.92  0.392
H: -2.12 -0.28 1.39  0.200
H: 0.50 0.96 1.50  0.376
H: 1.11 -0.75 2.05  0.283
H: 1.19 -2.57 0.27  0.321
H: 1.22 -1.96 -1.56  0.251
H: 1.89 0.05 -2.39  0.336
H: 0.75 1.38 -2.93  0.281
H: -1.37 1.51 0.16  0.358
H: -0.25 2.46 -0.64  0.313
H: -1.53 1.64 -1.59  0.402



Entry 4:
The following is a DFT calculation (wB97M-V/def2-TZVPD) of an isolated ion of composition C8H12N4 and charge +2.

LUMO (alpha / beta)   -10.1 / -10.1 eV
Kohn-Sham gap (alpha / beta)   7.21 / 7.20 eV
HOMO energy (alpha / beta)   -17.259 / -17.257 eV
Energy   -530.2666 Ha
Charge   +2
SMILES string   CC1=N[NH+]=C[C@@]12[C@H]1NC=C[N@+]12C
2S+1   1
ΔE to the lowest compared entry with this formula, charge and spin   118.2 kcal/mol

Last column: Mulliken charge in e.
Element x y z (Å)
C: -1.45 0.38 -1.55  -0.741
C: -0.32 -0.05 -0.76  1.056
C: 0.74 0.94 -1.16  0.202
C: 1.48 -0.99 1.53  -0.352
C: 0.45 -0.07 1.80  -0.457
C: -0.19 -1.37 0.03  -0.149
C: 2.16 1.14 -0.76  -1.040
C: -2.07 -0.25 1.35  -0.970
N: 0.26 1.66 -2.19  -0.589
N: -1.05 1.36 -2.35  0.202
N: 1.16 -1.80 0.53  -0.122
N: -0.62 -0.33 0.92  0.291
H: -2.37 -0.19 -1.49  0.467
H: 2.44 -1.09 2.22  0.361
H: 0.27 0.61 2.53  0.574
H: -0.95 -2.14 -0.17  0.438
H: 2.20 1.17 0.38  0.328
H: 2.72 0.44 -1.36  0.314
H: 2.47 2.18 -1.10  0.382
H: -2.22 -0.91 2.29  0.388
H: -2.37 0.71 1.70  0.404
H: -2.85 -0.72 0.75  0.417
H: -1.53 1.90 -3.06  0.250
H: 1.65 -2.58 -0.06  0.348



Entry 5:
The following is a DFT calculation (wB97M-V/def2-TZVPD) of one molecule with the formula C2H3Br2N.

LUMO   -0.5 eV
Kohn-Sham gap   9.84 eV
HOMO energy   -10.341 eV
Energy   -5280.7212 Ha
Charge   0
SMILES string   [H]/N=C(\Br)CBr
2S+1   1
ΔE to the lowest compared entry with this formula, charge and spin   30.0 kcal/mol

Last column: Mulliken charge in e.
Element x y z (Å)
C: -0.48 0.39 0.45  0.317
C: 0.68 0.11 -0.38  -0.470
N: -0.72 -0.68 1.35  -0.569
Br: -1.57 2.00 0.21  -0.062
Br: 1.98 1.70 -0.12  -0.141
H: 0.52 0.23 -1.37  0.359
H: 1.28 -0.80 0.11  0.313
H: -1.57 -0.80 1.91  0.252